C21H11Cl5N3Pd as an isolated structure at a distorted geometry. Source: the OMol25 dataset; level of theory: wB97M-V/def2-TZVPD.

The value obtained for the lowest unoccupied orbital energy is -3.9549 eV. For the molar mass, the calculation gives 589.02 g/mol. For the energy above the lowest of the compared OMol25 structures with the same formula, charge and spin, the calculation gives 1.849 eV. Its HOMO energy is -10.798 eV. For the HOMO-LUMO gap, the calculation gives 6.84 eV. Its charge is +1. The total energy comes out at -3399.7528 Eh.

```
41
Properties=species:S:1:pos:R:3:forces:R:3:mulliken_charge:R:1
Cl -0.0022 -1.1902 5.3878 0.00 0.01 -0.07 -0.169
Cl 0.0082 -3.2942 -0.4607 0.00 -0.69 0.38 -0.133
Cl 0.0075 -5.3791 1.9552 0.00 0.05 0.03 -0.172
C 0.0007 -1.8014 3.7821 0.00 -0.23 0.05 -0.378
C 0.0036 -1.3829 1.3763 0.00 -0.75 -0.55 -1.404
H 3.8965 2.4328 -1.2678 -0.02 0.02 0.00 0.362
N 1.9845 -0.3074 -0.8633 0.28 0.00 0.16 0.145
N -0.0019 1.2848 -1.3160 0.00 0.10 -0.53 -0.381
C -4.6402 0.4233 -0.9225 0.09 0.12 -0.02 -0.430
H 5.0272 -1.6494 -0.5893 0.02 0.02 0.00 0.413
C -3.6471 1.3799 -1.1007 -0.12 -0.21 -0.01 -0.613
H 5.6802 0.7393 -0.9428 0.01 -0.01 0.01 0.446
H -0.0105 5.0702 -1.3216 0.00 0.00 0.00 0.435
C 4.2852 -0.8764 -0.7269 -0.03 -0.15 -0.01 -0.835
C 1.1717 1.9220 -1.2539 0.16 -0.25 0.07 0.293
C 4.6403 0.4445 -0.9220 -0.09 0.13 -0.02 -0.426
H -5.0182 -1.6723 -0.5904 -0.02 0.02 0.00 0.413
H 2.6086 -2.2337 -0.5351 0.02 -0.01 0.02 0.477
C -1.2155 3.3011 -1.2712 0.11 -0.01 0.03 -0.429
H -2.1532 3.8349 -1.2293 0.00 0.02 0.00 0.372
C 0.0027 -3.1874 3.5714 0.00 0.01 0.07 0.864
H -2.5969 -2.2454 -0.5362 -0.02 -0.01 0.02 0.478
C 0.0054 -2.7541 1.2521 0.00 -0.29 -0.85 2.050
C 3.6428 1.3967 -1.1007 0.12 -0.22 -0.01 -0.611
C -2.9359 -1.2323 -0.7019 -0.02 0.15 0.06 -0.151
C 0.0012 -0.9439 2.6858 0.00 0.88 -0.13 0.861
C 1.2028 3.3066 -1.2711 -0.12 -0.01 0.03 -0.429
Pd 0.0025 -0.6405 -0.7751 0.00 1.26 1.38 0.073
H 2.1380 3.8447 -1.2293 0.00 0.02 0.00 0.371
C 2.3234 0.9932 -1.0760 -0.35 0.17 -0.16 0.692
C -0.0079 3.9891 -1.3081 0.00 -0.01 0.00 -0.828
Cl -0.0017 0.7936 2.9601 0.00 -0.27 -0.08 -0.216
C 0.0052 -3.6924 2.2712 0.00 0.15 0.06 -0.929
C -2.3259 0.9828 -1.0762 0.35 0.17 -0.16 0.698
C -4.2795 -0.8962 -0.7277 0.03 -0.13 -0.02 -0.838
Cl 0.0023 -4.2698 4.9033 0.00 0.03 -0.03 -0.159
C 2.9433 -1.2192 -0.7010 0.02 0.17 0.06 -0.155
C -1.1785 1.9167 -1.2540 -0.15 -0.25 0.07 0.287
H -5.6815 0.7133 -0.9433 -0.01 -0.01 0.01 0.445
H -3.9060 2.4148 -1.2675 0.02 0.02 0.00 0.363
N -1.9811 -0.3163 -0.8637 -0.28 0.00 0.16 0.146
```
Forces are in eV/Å.